Record 1
Entry from OMol25: 5 unconnected molecules or ions with the total composition C32H37N9O12P in a non-equilibrium geometry (ωB97M-V with the def2-TZVPD basis set).

Each line ends with the Löwdin charge.
Geometry (Å):
C: 2.767 -6.187 5.064  -0.02
N: 2.398 -5.800 3.707  0.06
C: 1.485 -4.905 3.396  -0.34
N: 1.162 -4.600 2.122  0.22
C: 0.230 -3.665 2.183  -0.27
C: -0.375 -3.089 0.955  -0.08
C: 0.082 -1.648 0.582  -0.11
C: 1.307 -1.134 1.316  -0.18
O: 1.898 -0.152 0.444  0.00
C: 2.522 0.888 1.053  -0.53
C: 3.516 0.572 2.119  0.02
O: 2.278 1.993 0.711  0.15
N: -0.063 -3.346 3.473  -0.04
P: -1.125 -2.154 4.184  0.45
N: -0.369 -0.943 4.736  -0.10
O: -2.147 -1.794 3.056  -0.09
O: -1.923 -2.963 5.286  -0.09
N: 0.748 -4.165 4.238  0.16
H: 2.532 -7.235 5.216  0.10
H: 2.227 -5.595 5.792  0.08
H: 3.826 -6.020 5.228  0.10
H: 2.838 -6.277 2.938  0.16
H: -0.116 -3.780 0.163  0.13
H: -1.456 -3.080 1.039  0.09
H: -0.738 -0.976 0.811  0.10
H: 0.257 -1.627 -0.486  0.13
H: 2.049 -1.908 1.511  0.13
H: 0.986 -0.630 2.225  0.11
H: 4.032 1.482 2.396  0.10
H: 3.035 0.189 3.016  0.08
H: 4.247 -0.165 1.796  0.10
H: 0.628 -1.026 4.583  -0.01
H: -2.590 -2.562 2.653  0.05
H: -2.179 -3.856 5.012  0.10
H: 0.761 -4.115 5.244  0.17
C: 2.914 6.126 0.351  -0.06
C: 3.391 4.900 -0.097  -0.06
C: 4.334 4.858 -1.110  0.00
C: 4.782 6.046 -1.655  -0.15
C: 4.316 7.275 -1.228  0.00
C: 3.372 7.309 -0.215  -0.06
N: 5.796 6.001 -2.720  -0.33
O: 6.177 4.904 -3.092  0.05
O: 6.197 7.051 -3.169  0.10
H: 2.180 6.159 1.145  0.11
H: 3.034 3.975 0.339  0.07
H: 4.713 3.913 -1.470  0.12
H: 4.682 8.187 -1.674  0.12
H: 2.997 8.261 0.134  0.11
C: -5.174 0.386 -1.805  -0.05
C: -6.193 -0.557 -1.821  -0.04
C: -6.103 -1.687 -1.028  0.01
C: -4.989 -1.850 -0.226  -0.14
C: -3.960 -0.924 -0.199  0.00
C: -4.058 0.201 -0.997  -0.05
N: -4.908 -3.039 0.628  -0.32
O: -5.801 -3.844 0.584  0.12
O: -3.923 -3.163 1.354  0.01
H: -5.250 1.271 -2.422  0.12
H: -7.061 -0.413 -2.448  0.12
H: -6.895 -2.421 -1.038  0.11
H: -3.099 -1.070 0.436  0.09
H: -3.266 0.937 -0.987  0.11
C: -10.053 -3.312 3.475  -0.07
C: -9.303 -3.698 2.372  -0.07
C: -9.477 -3.057 1.157  -0.01
C: -10.401 -2.034 1.071  -0.15
C: -11.161 -1.637 2.154  0.00
C: -10.982 -2.286 3.365  -0.06
N: -10.575 -1.334 -0.214  -0.35
O: -9.905 -1.709 -1.159  0.06
O: -11.371 -0.423 -0.254  0.09
H: -9.914 -3.812 4.424  0.11
H: -8.581 -4.498 2.457  0.11
H: -8.900 -3.355 0.295  0.11
H: -11.879 -0.837 2.057  0.12
H: -11.568 -1.989 4.223  0.11
C: 8.096 4.140 -5.263  -0.07
C: 9.326 3.564 -5.560  -0.06
C: 9.731 3.415 -6.876  -0.01
C: 8.889 3.853 -7.881  -0.15
C: 7.660 4.425 -7.612  0.00
C: 7.266 4.566 -6.291  -0.06
N: 9.319 3.714 -9.283  -0.36
O: 10.393 3.188 -9.492  0.08
O: 8.574 4.131 -10.145  0.08
H: 7.779 4.262 -4.240  0.07
H: 9.974 3.231 -4.761  0.11
H: 10.684 2.969 -7.116  0.12
H: 7.023 4.756 -8.418  0.12
H: 6.310 5.014 -6.060  0.11

The value obtained for the maximum force is 2.147 eV Å⁻¹. The frontier orbital gap comes out at 0.271 hartree. Its HOMO energy is -10.6 eV. The total energy is -2978.1040 Eh. Its spin multiplicity is 1. Its net charge is +1.

Record 2
Entry from OMol25: a molecular structure, C32H38BF6N2S5Y (ωB97M-V with the def2-TZVPD basis set).

Each line ends with the Löwdin charge.
Geometry (Å):
Y: 1.410 -0.537 0.541  1.20
C: 6.597 -0.630 0.492  -0.51
C: 5.693 -0.056 1.575  -0.50
S: 4.145 0.749 1.090  0.88
C: 4.600 1.758 -0.336  -0.49
C: 4.593 1.100 -1.730  -0.47
S: 3.465 -0.304 -1.950  0.86
C: 4.540 -1.619 -2.591  -0.51
C: 5.933 -1.820 -2.006  -0.54
S: 6.025 -2.186 -0.240  0.91
H: 7.566 -0.826 0.955  0.07
H: 6.778 0.096 -0.299  0.06
H: 6.268 0.683 2.137  0.08
H: 5.382 -0.834 2.272  0.07
H: 5.578 2.209 -0.155  0.09
H: 3.873 2.565 -0.315  0.06
H: 5.587 0.748 -1.990  0.05
H: 4.329 1.864 -2.462  0.08
H: 4.643 -1.472 -3.668  0.08
H: 3.946 -2.524 -2.447  0.07
H: 6.595 -0.986 -2.236  0.06
H: 6.362 -2.683 -2.520  0.07
S: -0.943 -2.009 1.589  0.77
C: -1.974 -1.238 0.535  -0.69
N: -3.068 -0.590 0.913  -0.09
C: -3.873 0.126 -0.063  -0.10
C: -4.054 -0.738 -1.278  -0.10
N: -2.739 -1.127 -1.778  -0.10
C: -2.565 -1.246 -3.226  -0.13
C: -1.868 -0.049 -3.841  -0.23
C: -0.911 -0.230 -4.829  -0.05
C: -0.293 0.864 -5.414  -0.07
C: -0.628 2.150 -5.013  -0.08
C: -1.583 2.337 -4.027  -0.07
C: -2.201 1.240 -3.446  -0.03
C: -1.707 -1.329 -0.960  -0.66
S: -0.221 -1.769 -1.545  0.78
C: -3.523 -0.527 2.301  -0.13
C: -4.773 -1.353 2.475  -0.21
C: -4.738 -2.719 2.199  -0.03
C: -5.883 -3.488 2.335  -0.07
C: -7.072 -2.901 2.750  -0.09
C: -7.112 -1.544 3.029  -0.08
C: -5.964 -0.773 2.889  -0.04
H: -3.375 1.066 -0.320  0.14
H: -4.840 0.344 0.387  0.13
H: -4.558 -0.174 -2.061  0.13
H: -4.655 -1.621 -1.040  0.14
H: -3.568 -1.346 -3.645  0.13
H: -2.019 -2.165 -3.443  0.10
H: -0.630 -1.236 -5.123  0.11
H: 0.461 0.712 -6.175  0.10
H: -0.136 3.005 -5.457  0.10
H: -1.828 3.335 -3.688  0.11
H: -2.931 1.397 -2.660  0.10
H: -3.712 0.521 2.544  0.13
H: -2.717 -0.892 2.931  0.08
H: -3.806 -3.179 1.888  0.11
H: -5.846 -4.549 2.125  0.11
H: -7.964 -3.504 2.858  0.10
H: -8.035 -1.082 3.355  0.10
H: -5.995 0.288 3.110  0.11
F: 3.503 -2.256 2.063  -0.15
C: 2.762 -2.518 0.875  -0.42
F: 1.913 -3.587 1.233  -0.14
H: 3.496 -2.976 0.210  0.01
C: 1.315 0.152 2.864  -0.27
C: 0.760 1.511 3.042  -0.34
C: -0.625 1.708 3.152  -0.07
C: -1.183 2.972 3.254  -0.11
C: -0.372 4.099 3.244  -0.12
C: 1.002 3.929 3.143  -0.10
C: 1.558 2.662 3.046  -0.07
H: 0.752 -0.563 3.471  0.03
H: 2.353 0.103 3.207  0.02
H: -1.265 0.833 3.161  0.08
H: -2.259 3.080 3.342  0.09
H: -0.801 5.090 3.319  0.09
H: 1.652 4.796 3.140  0.10
H: 2.633 2.556 2.965  0.08
F: -0.454 1.178 -0.064  0.06
B: 0.520 1.880 -0.853  -1.29
F: 1.724 1.771 -0.028  -0.02
F: 0.784 1.112 -1.979  0.08
F: 0.175 3.166 -1.099  0.21

The value obtained for the maximum force is 0.419 eV Å⁻¹. The frontier orbital gap comes out at 0.206 hartree. Its HOMO energy is -6.6 eV. The total energy is -4005.2932 Eh. Its spin multiplicity is 1.

Record 3
Entry from OMol25: a molecular structure, C32H38BN4O2PdS2 (ωB97M-V with the def2-TZVPD basis set).

Each line ends with the Löwdin charge.
Geometry (Å):
Pd: -0.259 -0.562 0.600  0.58
B: -2.007 -2.863 3.105  -0.44
N: -0.878 -1.889 3.578  -0.08
C: -0.620 -1.721 4.886  -0.13
C: 0.397 -0.795 5.026  -0.09
C: 0.709 -0.449 3.709  -0.19
N: -0.062 -1.110 2.851  -0.01
N: -1.939 -3.304 1.613  -0.09
C: -2.782 -4.226 1.116  -0.13
C: -2.461 -4.448 -0.210  -0.09
C: -1.380 -3.587 -0.437  -0.19
N: -1.079 -2.906 0.665  0.01
H: -3.088 -2.344 3.311  0.06
H: -1.890 -3.862 3.789  0.06
H: -1.176 -2.284 5.617  0.11
H: 0.841 -0.438 5.940  0.07
H: 1.444 0.238 3.321  0.08
H: -3.540 -4.659 1.748  0.11
H: -2.940 -5.124 -0.898  0.07
H: -0.800 -3.417 -1.332  0.08
O: 1.183 -1.698 -2.180  -0.55
S: 0.068 -0.700 -2.200  0.90
C: 0.802 0.969 -2.352  -0.31
C: 1.654 1.444 -1.172  -0.25
C: 3.163 1.209 -1.281  -0.22
C: 3.604 -0.235 -1.461  -0.33
S: 3.415 -1.292 0.010  1.00
O: 2.302 -0.772 0.858  -0.56
C: 4.899 -0.723 0.867  -0.37
C: 4.750 0.013 2.030  -0.06
C: 5.883 0.426 2.721  -0.08
C: 7.146 0.095 2.256  -0.10
C: 7.285 -0.660 1.098  -0.09
C: 6.160 -1.076 0.404  -0.10
C: -0.520 -0.710 -3.905  -0.38
C: 0.033 -1.582 -4.827  -0.07
C: -0.491 -1.633 -6.114  -0.09
C: -1.561 -0.825 -6.466  -0.10
C: -2.125 0.033 -5.527  -0.09
C: -1.613 0.086 -4.241  -0.08
H: -0.080 1.609 -2.433  0.08
H: 1.343 1.004 -3.302  0.10
H: 1.261 1.013 -0.245  0.04
H: 1.497 2.523 -1.086  0.11
H: 3.645 1.633 -0.394  0.11
H: 3.558 1.766 -2.139  0.11
H: 4.665 -0.297 -1.713  0.08
H: 3.024 -0.739 -2.231  0.05
H: 3.748 0.238 2.372  0.10
H: 5.772 1.004 3.630  0.10
H: 8.026 0.415 2.800  0.10
H: 8.271 -0.932 0.740  0.10
H: 6.264 -1.680 -0.490  0.11
H: 0.860 -2.208 -4.517  0.10
H: -0.062 -2.312 -6.840  0.10
H: -1.968 -0.872 -7.469  0.09
H: -2.972 0.653 -5.791  0.10
H: -2.068 0.726 -3.493  0.11
C: -1.053 2.434 1.926  -0.07
C: -2.242 1.634 1.381  -0.60
C: -2.982 1.016 2.575  -0.06
C: -1.793 0.538 0.415  -0.15
C: -3.141 2.524 0.533  -0.19
C: -2.577 3.287 -0.495  -0.04
C: -3.361 4.062 -1.335  -0.10
C: -4.740 4.094 -1.173  -0.12
C: -5.317 3.338 -0.165  -0.10
C: -4.527 2.560 0.673  -0.03
H: -0.411 1.763 2.499  0.05
H: -1.383 3.249 2.579  0.08
H: -0.447 2.850 1.121  0.06
H: -2.280 0.434 3.171  0.07
H: -3.768 0.330 2.254  0.08
H: -3.424 1.785 3.219  0.08
H: -2.714 0.024 0.081  0.04
H: -1.505 3.254 -0.642  0.10
H: -2.893 4.642 -2.122  0.09
H: -5.356 4.700 -1.827  0.09
H: -6.393 3.347 -0.028  0.09
H: -5.002 1.973 1.447  0.10

The value obtained for the maximum force is 0.886 eV Å⁻¹. The frontier orbital gap (alpha / beta) comes out at 0.196 / 0.193 hartree. Its HOMO energy (alpha / beta) is -3.0 / -2.9 eV. The total energy is -2560.7292 Eh. Its spin multiplicity is 1. Its net charge is -1.

> maximum force of number 1 (C32H37N9O12P)?

2.147 eV Å⁻¹

> Which of these has the lowest maximum force?

C32H38BF6N2S5Y

> Among the records above, which one has the highest maximum force?

C32H37N9O12P